{
  "formula": "C6H4O",
  "method": "ωB97M-V with the def2-TZVPD basis set",
  "species": ["O", "C", "C", "C", "C", "C", "C", "H", "H", "H", "H"],
  "xyz": [[1.085915, 1.465791, 1.007499], [0.392148, 0.614867, 1.526274], [0.181022, -0.729096, 0.956353], [0.430676, -0.981293, -0.341063], [0.371204, 0.124170, -1.253413], [0.257755, 1.441434, -1.807032], [-0.809194, 0.526768, -1.722057], [-0.115632, 0.815677, 2.487951], [-0.262597, -1.494709, 1.581332], [0.296582, -1.960385, -0.796511], [-1.827878, 0.176776, -1.639332]],
  "forces_ev_per_angstrom": [[-0.4, -0.3, 0.3], [0.1, 0.2, -0.1], [0.2, -0.2, 0.0], [-0.1, 0.0, 0.2], [-0.4, 0.1, 0.2], [0.0, -0.4, -0.3], [0.0, 0.3, -0.3], [0.1, 0.0, 0.0], [0.4, -0.1, 0.1], [0.1, 0.0, 0.2], [-0.1, 0.4, -0.4]],
  "lumo_energy_ev": -0.3,
  "gap_ev": 8.6,
  "energy_ev": -8328.2528,
  "smiles": "O=C/C=C\\C1=C=C1",
  "e_homo_ev": -8.8
}